(1)
Here is a 4-piece molecular cluster, CH10O3S2 overall in a non-equilibrium geometry from OMol25. Energies are from ωB97M-V with the def2-TZVPD basis set.

Geometry as XYZ:
```
16
Properties=species:S:1:pos:R:3:forces:R:3
C -0.8856 -2.3398 -2.2032 0.9 1.4 -0.4
S -1.5426 -3.9044 -1.4908 2.4 1.1 0.2
S 0.5161 -4.5281 -1.2202 -1.4 0.5 1.9
H -0.3459 -1.5846 -1.4909 -0.2 -2.2 -0.9
H -1.6902 -1.6614 -2.3968 -1.1 0.0 -0.8
H -0.2998 -2.5487 -3.1866 -0.9 0.5 2.0
H 0.3927 -5.1219 -2.3350 0.4 -1.2 -1.9
O 0.4365 3.0675 0.3458 -0.2 -0.3 0.3
H -0.4982 2.8188 0.2601 0.4 0.1 0.1
H 0.6197 3.0135 1.3013 -0.3 0.2 -0.2
O -0.2393 3.4554 3.6041 -1.7 -1.0 -1.1
H 0.4872 3.9001 3.9687 1.6 1.1 0.9
H -0.8447 4.1337 3.2805 0.2 0.0 0.2
O 1.5467 0.3135 0.9329 -2.7 -0.7 -5.0
H 1.2218 1.2068 0.5934 0.8 -1.0 0.9
H 1.1258 -0.2203 0.0366 2.0 1.7 4.0
```
Positions in Å, forces in eV/Å.

Values from the calculation:
Charge = 0



(2)
Here is C5H8O2 as an isolated structure in a non-equilibrium geometry from OMol25. Energies are from ωB97M-V with the def2-TZVPD basis set.

Geometry as XYZ:
```
15
Properties=species:S:1:pos:R:3:forces:R:3
O -1.6758 1.8731 0.6890 -1.2 1.9 -4.0
C -0.2277 1.6315 0.4425 -0.2 0.3 -0.7
C 0.0609 0.1292 0.4416 -0.3 0.1 0.3
C -0.4756 -0.7282 -0.6876 0.1 0.0 0.1
C 0.5771 -1.8054 -0.5451 0.6 0.6 0.1
C 1.4422 -1.3385 0.5066 0.4 1.7 -0.4
O 2.3536 -1.5272 1.2470 -1.2 -0.2 -0.9
H -2.1804 2.3807 -0.2691 2.7 -2.5 4.6
H 0.4028 2.2116 1.1467 -0.6 -0.5 0.0
H -0.0452 2.0494 -0.5397 0.4 0.0 -0.3
H -0.2519 -0.2594 1.4064 -0.4 -0.1 0.1
H -1.4960 -1.0961 -0.5450 0.1 -0.1 0.2
H -0.4487 -0.2277 -1.6633 -0.1 -0.2 0.2
H 1.6317 -0.4069 -0.9649 -0.8 -1.7 1.2
H 0.3329 -2.8861 -0.6651 0.6 0.6 -0.3
```
Positions in Å, forces in eV/Å.

Values from the calculation:
Charge = 0



(3)
Here is C15H13N2OReS2 as an isolated structure in a non-equilibrium geometry from OMol25. Energies are from ωB97M-V with the def2-TZVPD basis set.

Geometry as XYZ:
```
34
Properties=species:S:1:pos:R:3:forces:R:3
Re 0.4198 -1.0606 0.0748 -0.5 0.4 0.6
S -1.7353 -0.3053 0.4895 1.1 0.0 -0.4
C -2.2100 -1.6562 1.5179 0.2 -0.4 0.5
C -3.5506 -2.0239 1.5564 0.1 0.0 -0.1
C -3.9695 -3.0456 2.3886 0.1 0.1 0.0
C -3.0539 -3.7055 3.2011 0.0 0.1 -0.1
C -1.7145 -3.3636 3.1610 0.0 0.0 -0.1
C -1.2780 -2.3487 2.3125 -0.4 0.1 -0.2
S 0.4332 -1.9446 2.2313 0.3 0.4 -0.7
H -4.2489 -1.4967 0.9262 -0.2 0.0 -0.1
H -5.0126 -3.3189 2.4103 -0.1 0.0 0.0
H -3.3842 -4.4897 3.8639 0.0 -0.1 0.0
H -0.9975 -3.8910 3.7724 0.1 0.0 0.1
N 7.1781 1.5465 -0.2803 0.4 0.1 -0.1
C 6.0562 1.3646 -0.1422 0.4 0.1 -0.1
C 4.6854 1.0577 0.0308 -0.9 -0.2 0.2
C 3.7472 1.4025 -0.9449 0.1 0.0 0.1
C 2.4374 0.9799 -0.8088 -0.2 -0.1 -0.1
C 2.0477 0.1951 0.2871 -0.5 -0.3 0.0
C 2.9684 -0.0109 1.3246 -0.1 -0.2 0.2
C 4.2836 0.3888 1.1899 0.0 0.2 -0.2
H 4.0542 1.9929 -1.7970 0.0 0.0 0.0
H 1.7088 1.2641 -1.5598 0.1 -0.1 -0.1
H 2.6612 -0.4802 2.2504 0.0 -0.1 -0.1
H 5.0032 0.1891 1.9710 0.0 0.0 0.0
C 1.1308 -3.3582 -2.5195 0.0 0.0 0.0
C 0.2843 -2.1687 -2.8636 0.1 -1.0 -0.7
N -0.3199 -2.1531 -4.0449 0.1 0.3 0.2
O 0.1204 -1.2235 -2.0730 0.0 0.9 1.0
H 1.2091 -4.0542 -3.3482 0.0 -0.1 0.0
H 0.7018 -3.8828 -1.6627 -0.1 0.0 0.0
H 2.1306 -3.0286 -2.2327 0.0 0.1 -0.1
H -0.1756 -2.8801 -4.7268 0.0 0.0 0.1
H -0.8930 -1.3599 -4.3008 0.0 -0.1 0.0
```
Positions in Å, forces in eV/Å.

Values from the calculation:
Multiplicity = 4
Charge = +1



Calculated values (eV) of DFT total energy for the records, taken in order: -29010.724; -9402.830; -44587.077.
Calculated values (kcal/mol) of energy relative to the best compared isomer or geometry (same formula, charge and spin) for the records, taken in order: 41.02; 161.47; 9.85.